(1)
147
Properties=species:S:1:pos:R:3:mulliken_charge:R:1 method="wB97M-V/def2-TZVPD" homo_lumo_gap_ev=6.0 homo_energy_ev=-6.892 total_energy_ha=-7795.2146 e_lumo_ev=-0.94
Bi -0.386 0.956 -1.115 3.19
N -0.406 -3.213 -2.506 -0.39
C 0.277 -2.035 -2.504 0.07
S -0.716 -0.670 -3.117 -0.47
N 1.517 -2.045 -2.191 -1.16
N 2.298 -0.987 -1.957 1.00
C 3.487 -1.105 -2.399 -1.28
C 4.576 -0.165 -2.086 1.31
C 5.864 -0.488 -2.531 -0.84
C 6.923 0.346 -2.228 -0.45
C 6.683 1.491 -1.484 -0.73
C 5.376 1.738 -1.093 -0.92
N 4.344 0.948 -1.380 0.40
H -1.398 -3.103 -2.632 0.34
H -0.166 -3.824 -1.731 -0.15
H 3.759 -1.971 -3.004 0.24
H 6.020 -1.397 -3.101 0.47
H 7.926 0.098 -2.554 0.42
H 7.484 2.166 -1.211 0.47
H 5.141 2.631 -0.517 0.70
S 3.778 7.756 -3.227 0.08
N 3.532 6.390 -4.049 -0.68
C 2.925 5.567 -3.220 0.97
C 2.482 4.223 -3.540 0.51
C 2.743 3.648 -4.781 -1.18
C 2.253 2.397 -5.039 -1.26
C 1.470 1.776 -4.069 -0.55
N 1.208 2.301 -2.880 1.01
C 1.754 3.503 -2.585 -0.54
C 1.612 4.048 -1.217 -1.29
N 1.066 3.259 -0.285 0.85
C 1.054 3.656 0.979 -0.41
C 1.506 4.909 1.387 -1.43
C 2.005 5.761 0.433 -0.91
C 2.089 5.325 -0.890 0.77
C 2.699 6.124 -1.931 0.88
N 3.135 7.358 -1.802 -0.68
H 3.323 4.204 -5.509 0.52
H 2.441 1.897 -5.980 0.53
H 1.027 0.812 -4.268 0.36
H 0.671 2.946 1.704 0.60
H 1.452 5.194 2.429 0.59
H 2.357 6.757 0.678 0.53
C -5.555 1.449 -1.913 -1.35
Si -3.912 0.748 -1.289 -0.25
C -3.900 -0.947 -2.088 -0.32
C -4.164 0.398 0.539 -0.26
C -2.487 2.034 -1.600 1.29
Si -2.582 2.792 -3.336 0.34
C -1.323 4.179 -3.604 -0.67
C -4.216 3.666 -3.694 -1.38
C -2.393 1.583 -4.759 -1.19
Si -2.731 3.375 -0.301 -1.55
C -4.498 3.941 0.016 -1.18
C -1.794 4.992 -0.529 -0.90
C -2.118 2.685 1.359 0.04
C -2.441 3.238 2.596 -0.78
C -1.894 2.700 3.751 -0.97
C -1.028 1.620 3.650 -0.67
C -0.744 1.113 2.393 -1.06
N -1.281 1.634 1.283 1.56
H -6.363 0.933 -1.380 0.42
H -5.685 1.241 -2.981 0.29
H -5.682 2.522 -1.759 0.45
H -4.926 -1.329 -2.011 0.54
H -3.230 -1.625 -1.549 -0.58
H -3.615 -0.946 -3.141 0.43
H -5.038 -0.256 0.644 0.74
H -4.339 1.291 1.147 0.27
H -3.299 -0.135 0.948 -0.41
H -1.809 5.158 -3.547 0.59
H -0.868 4.086 -4.598 0.45
H -0.522 4.171 -2.870 -0.43
H -4.544 4.320 -2.880 0.32
H -5.024 2.963 -3.907 0.37
H -4.073 4.290 -4.584 0.47
H -1.345 1.335 -4.950 0.27
H -2.803 2.044 -5.664 0.51
H -2.925 0.641 -4.585 0.27
H -4.956 4.350 -0.890 0.40
H -4.501 4.737 0.768 0.48
H -5.136 3.129 0.376 0.34
H -2.267 5.615 -1.296 0.32
H -0.753 4.843 -0.819 0.10
H -1.801 5.549 0.414 0.39
H -3.128 4.076 2.648 0.45
H -2.138 3.118 4.719 0.45
H -0.581 1.170 4.527 0.56
H -0.069 0.281 2.244 0.21
C 3.298 0.697 4.527 -1.00
As 3.976 0.137 2.800 0.43
C 5.161 1.587 2.314 -0.97
C 5.177 -1.310 3.249 -1.07
S 2.532 -0.368 1.419 -0.29
H 4.124 0.904 5.209 0.44
H 2.673 -0.098 4.927 0.23
H 2.693 1.590 4.393 0.29
H 5.889 1.760 3.107 0.48
H 4.563 2.483 2.151 0.23
H 5.669 1.334 1.385 0.25
H 5.967 -0.960 3.914 0.43
H 5.604 -1.700 2.329 0.33
H 4.603 -2.098 3.730 0.27
C 2.335 -5.795 0.544 -1.62
C 0.818 -5.835 0.409 1.88
C 0.425 -6.478 -0.917 -1.92
C 0.190 -6.624 1.557 -1.35
O 0.373 -4.462 0.392 0.74
Si -0.830 -3.665 1.196 -3.17
S -0.930 -1.676 0.593 0.94
O -0.685 -3.901 2.823 0.57
C 0.112 -3.403 3.897 1.89
C -0.343 -4.175 5.127 -2.09
C -0.118 -1.911 4.109 -1.05
C 1.590 -3.662 3.618 -1.29
O -2.180 -4.530 0.813 -0.17
C -3.531 -4.528 1.293 2.10
C -3.843 -3.341 2.207 -1.16
C -3.733 -5.832 2.060 -1.87
C -4.427 -4.476 0.064 -1.62
H 2.764 -6.789 0.386 0.41
H 2.618 -5.441 1.538 0.24
H 2.746 -5.104 -0.195 0.24
H 0.701 -7.535 -0.914 0.50
H 0.927 -5.990 -1.756 0.37
H -0.657 -6.395 -1.059 0.22
H 0.568 -7.650 1.554 0.57
H -0.896 -6.643 1.446 0.20
H 0.425 -6.161 2.517 0.14
H -1.394 -3.960 5.335 0.38
H 0.253 -3.896 6.001 0.43
H -0.238 -5.249 4.955 0.37
H -1.188 -1.687 4.070 0.22
H 0.383 -1.348 3.324 -0.13
H 0.279 -1.608 5.086 0.55
H 1.778 -4.736 3.537 0.36
H 2.202 -3.263 4.434 0.56
H 1.884 -3.174 2.684 0.07
H -3.224 -3.383 3.106 0.02
H -4.897 -3.367 2.498 0.58
H -3.634 -2.402 1.691 0.07
H -3.012 -5.881 2.879 0.21
H -3.570 -6.688 1.400 0.30
H -4.745 -5.888 2.471 0.48
H -4.266 -3.533 -0.465 0.16
H -5.481 -4.549 0.350 0.43
H -4.184 -5.300 -0.612 0.34

---

(2)
149
Properties=species:S:1:pos:R:3:mulliken_spin:R:1 method="wB97M-V/def2-TZVPD" charge=+1 homo_lumo_gap_ev="3.0 / 4.2" multiplicity=2 homo_energy_ev="-7.079 / -8.344" s_squared=0.775 total_energy_ha=-3574.3520 e_lumo_ev="-4.10 / -4.12"
Sr -4.152 -4.451 -2.385 0.02
O -2.109 4.232 0.593 0.00
H -3.007 4.270 0.931 0.00
H -2.149 4.650 -0.271 0.00
H -2.081 3.301 0.360 -0.01
O -5.738 1.300 -0.681 0.00
H -4.914 1.642 -0.327 0.00
H -6.440 1.955 -0.668 0.00
H -6.075 0.605 -0.112 0.00
C -0.320 -0.272 -0.064 -0.16
C -0.735 -1.249 -0.906 0.17
C -2.112 -1.280 -1.383 0.18
O -2.812 -2.270 -1.895 0.11
C -2.917 -0.237 -1.164 -0.16
C -2.577 0.853 -0.327 0.26
C -1.159 0.858 0.273 0.18
O -0.784 1.798 1.033 0.12
O -3.366 1.790 -0.111 0.11
O 0.182 -2.154 -1.088 0.15
H 0.580 -0.459 0.502 0.01
H -3.957 -0.265 -1.452 0.01
C -3.333 -4.077 0.910 0.00
O -3.139 -4.942 -0.223 0.00
C -1.870 -5.605 -0.188 -0.01
C -1.771 -6.682 -1.285 0.00
N -2.065 -6.060 -2.578 0.00
C -1.120 -5.037 -3.084 0.00
C -1.551 -4.668 -4.547 0.00
O -2.816 -4.108 -4.623 0.00
C -3.428 -3.880 -5.867 0.00
H -2.497 -3.866 1.577 0.00
H -4.113 -4.553 1.505 0.00
H -3.672 -3.078 0.637 0.00
H -1.682 -6.099 0.766 0.00
H -1.027 -4.916 -0.147 0.00
H -2.447 -7.454 -0.916 0.00
H -0.757 -7.081 -1.282 0.00
H -2.172 -6.744 -3.313 0.00
H -0.118 -5.427 -3.257 0.00
H -1.127 -4.025 -2.678 -0.01
H -1.493 -5.463 -5.290 0.00
H -0.926 -3.800 -4.760 0.00
H -3.377 -4.687 -6.597 0.00
H -3.111 -2.915 -6.263 0.00
H -4.471 -3.662 -5.636 0.00
C -5.283 -1.402 2.825 0.00
O -4.289 -0.437 3.416 0.00
C -2.937 -0.661 3.363 -0.01
C -2.170 0.541 3.879 0.00
N -2.519 1.818 3.292 0.00
C -1.845 2.939 4.082 0.00
C -2.450 3.216 5.395 0.00
O -3.870 3.419 5.229 0.00
C -4.479 4.120 6.362 0.00
H -5.145 -2.190 3.565 0.00
H -4.939 -1.561 1.803 0.00
H -6.314 -1.052 2.861 0.00
H -2.789 -0.759 2.288 0.02
H -2.692 -1.490 4.028 0.00
H -1.126 0.254 3.759 0.00
H -2.352 0.577 4.953 0.00
H -2.041 1.843 2.403 -0.01
H -1.702 3.811 3.443 0.00
H -0.850 2.500 4.148 0.00
H -2.061 4.173 5.741 0.00
H -2.283 2.465 6.167 0.00
H -4.267 3.472 7.212 0.00
H -5.566 4.181 6.303 0.00
H -3.896 5.010 6.600 0.00
C 0.747 8.700 1.075 0.00
O 0.057 8.188 -0.094 0.00
C 0.233 6.884 -0.549 0.00
C -0.664 6.489 -1.690 0.00
N -2.072 6.430 -1.168 0.00
C -3.042 6.330 -2.275 0.00
C -2.853 5.055 -3.100 0.00
O -2.567 3.803 -2.304 0.00
C -1.888 2.785 -3.021 0.01
H 1.083 7.925 1.763 0.00
H 0.023 9.311 1.614 0.00
H 1.530 9.334 0.659 0.00
H 0.080 6.273 0.341 0.00
H 1.253 6.887 -0.933 0.00
H -0.358 5.535 -2.117 0.00
H -0.620 7.324 -2.390 0.00
H -2.161 7.242 -0.572 0.00
H -3.027 7.141 -3.002 0.00
H -4.024 6.416 -1.810 0.00
H -2.138 4.973 -3.918 0.00
H -3.687 4.812 -3.758 0.00
H -2.582 2.226 -3.649 0.00
H -1.438 2.114 -2.289 0.00
H -1.061 3.197 -3.599 0.00
C 4.345 3.626 3.258 0.00
C 2.899 3.771 3.230 0.00
C 2.142 2.787 2.660 0.00
C 2.709 1.706 2.051 0.00
C 4.098 1.546 2.181 0.00
C 4.914 2.515 2.760 0.00
O 6.257 2.264 2.632 0.00
O 0.799 3.001 2.464 0.00
H 4.946 4.347 3.793 0.00
H 2.462 4.711 3.534 0.00
H 2.087 0.901 1.687 0.00
H 4.511 0.634 1.776 0.00
H 6.652 3.133 2.532 0.00
H 0.230 2.429 1.943 -0.01
C 5.787 1.038 -2.271 0.00
C 4.467 1.252 -2.147 0.00
C 3.643 0.295 -1.481 0.00
C 4.306 -0.827 -0.890 0.00
C 5.750 -0.993 -1.121 0.00
C 6.480 -0.117 -1.934 0.00
O 7.809 -0.196 -2.085 0.00
O 2.297 0.580 -1.363 0.00
H 6.380 1.782 -2.781 0.00
H 4.074 2.203 -2.472 0.00
H 3.731 -1.558 -0.341 0.00
H 6.138 -1.874 -0.631 0.00
H 8.001 -1.136 -2.129 0.00
H 1.743 0.000 -0.836 0.00
C 4.806 -4.048 3.600 0.00
C 4.202 -3.121 2.801 0.00
C 3.018 -3.527 2.193 0.00
C 2.556 -4.747 2.198 0.00
C 3.146 -5.720 2.988 0.00
C 4.170 -5.263 3.808 0.00
O 4.762 -6.200 4.588 0.00
O 2.318 -2.505 1.710 0.00
H 5.751 -4.000 4.122 0.00
H 4.449 -2.073 2.710 0.00
H 1.555 -4.914 1.829 0.00
H 2.691 -6.700 2.991 0.00
H 5.392 -5.867 5.232 0.00
H 1.792 -2.745 0.943 0.00
C 3.901 -5.011 -4.619 0.00
C 3.145 -5.171 -3.416 0.00
C 2.722 -3.984 -2.760 0.00
C 2.830 -2.710 -3.380 0.00
C 3.528 -2.588 -4.569 0.00
C 4.098 -3.711 -5.156 0.00
O 4.873 -3.589 -6.245 0.00
O 2.156 -4.112 -1.554 0.00
H 4.313 -5.741 -5.300 0.00
H 3.072 -6.148 -2.961 0.00
H 2.588 -1.817 -2.823 0.00
H 3.636 -1.641 -5.076 0.00
H 5.142 -2.697 -6.477 0.00
H 1.500 -3.419 -1.451 0.00